(1)
Molecular formula: C5H9BrO3S
Method: DFT, the ωB97M-V functional and the def2-TZVPD basis

Output
- Gap between HOMO and LUMO: 8.912 eV
- ΔE to the lowest compared entry with this formula, charge and spin: 1.016 eV
- LUMO: 0.13 eV
- Multiplicity: 1
- Total charge: 0
- Total energy: -92348.8760 eV

Cartesian coordinates (Å):
C -1.10 0.98 1.16
C 1.17 -0.72 -1.32
C 0.64 -1.45 1.13
C -0.39 2.75 -0.35
C 0.38 -1.58 -0.33
O -1.20 0.56 2.25
O -1.16 -3.70 -0.26
O -0.20 1.78 0.67
S -0.46 -2.74 -1.14
Br -2.62 0.60 -0.06
H 2.09 -0.41 -0.84
H 1.47 -1.13 -2.26
H 0.57 0.18 -1.49
H -0.33 -1.36 1.75
H 1.26 -2.21 1.55
H 1.21 -0.48 1.08
H 0.48 3.31 -0.34
H -1.25 3.32 0.15
H -0.57 2.30 -1.35



(2)
Molecular formula: CH2I2O
Method: DFT, the ωB97M-V functional and the def2-TZVPD basis

Output
- Gap between HOMO and LUMO (alpha / beta): 5.118 / 6.865 eV
- ΔE to the lowest compared entry with this formula, charge and spin: 2.153 eV
- LUMO (alpha / beta): -2.78 / -1.61 eV
- Multiplicity: 1
- Total charge: 0
- Total energy: -19315.3888 eV

Cartesian coordinates (Å):
C -0.30 0.12 -0.33
O -0.97 -0.73 0.34
I 2.96 -1.05 -0.02
I -0.76 2.21 -0.14
H 0.85 -0.14 -0.56
H -1.78 -0.40 0.69



(3)
Molecular formula: C19H32N11O2P
Method: DFT, the ωB97M-V functional and the def2-TZVPD basis

Output
- Gap between HOMO and LUMO: 9.572 eV
- Structure (SMILES): N=[PH2]NC(=O)O.CC#N.CC#N.CC#N.CC#N.CC#N.CC#N.CC#N.CC#N.CC#N
- LUMO: 0.42 eV
- Multiplicity: 1
- Total charge: 0
- Total energy: -49993.9438 eV

Cartesian coordinates (Å):
N 0.89 -1.52 -1.72
P -0.43 -1.00 -2.38
N -1.72 -2.09 -2.44
C -2.93 -1.35 -2.68
O -3.32 -1.12 -3.79
O -3.52 -0.90 -1.54
H 1.08 -0.93 -0.91
H -0.32 -0.67 -3.73
H -0.96 0.13 -1.77
H -1.76 -2.57 -1.54
H -3.60 0.07 -1.61
C -0.58 3.07 -3.79
C -1.67 2.44 -3.07
N -2.44 1.82 -2.50
H -0.02 2.30 -4.32
H -0.94 3.78 -4.52
H 0.11 3.58 -3.11
C -5.26 1.97 1.64
C -3.95 1.94 1.01
N -2.92 1.91 0.51
H -5.17 1.88 2.72
H -5.77 2.91 1.43
H -5.88 1.15 1.28
C -3.94 4.23 5.76
C -5.13 3.69 5.12
N -6.08 3.27 4.62
H -3.14 3.50 5.74
H -3.61 5.13 5.26
H -4.15 4.47 6.80
C -0.79 -0.25 -6.96
C 0.03 0.94 -6.78
N 0.66 1.88 -6.63
H -1.08 -0.35 -8.01
H -0.24 -1.14 -6.67
H -1.69 -0.18 -6.35
C 4.01 -3.53 -1.48
C 5.34 -3.09 -1.09
N 6.39 -2.74 -0.79
H 3.25 -2.82 -1.16
H 3.92 -3.62 -2.56
H 3.79 -4.50 -1.04
C -5.89 4.30 10.31
C -4.59 4.31 9.67
N -3.55 4.31 9.17
H -5.78 4.20 11.39
H -6.42 5.23 10.10
H -6.49 3.47 9.94
C 8.47 -4.16 1.46
C 9.71 -4.71 1.97
N 10.70 -5.14 2.37
H 8.06 -3.43 2.15
H 8.62 -3.67 0.50
H 7.73 -4.95 1.32
C 2.67 -3.43 1.99
C 2.10 -2.13 1.71
N 1.64 -1.10 1.48
H 2.13 -3.90 2.82
H 2.59 -4.08 1.12
H 3.72 -3.34 2.26
C 3.24 -0.13 -5.04
C 2.95 -1.48 -4.58
N 2.70 -2.53 -4.20
H 2.68 0.10 -5.95
H 2.96 0.59 -4.27
H 4.30 -0.02 -5.25



(4)
Molecular formula: C5H10O
Method: DFT, the ωB97M-V functional and the def2-TZVPD basis

Output
- Gap between HOMO and LUMO: 10.920 eV
- Structure (SMILES): CC(C)[C@H]1CO1
- ΔE to the lowest compared entry with this formula, charge and spin: 2.735 eV
- LUMO: 1.06 eV
- Multiplicity: 1
- Total charge: 0
- Total energy: -7392.0300 eV

Cartesian coordinates (Å):
C -0.29 1.27 -0.55
C -0.63 -0.03 0.19
C -1.55 -1.04 -0.48
C 0.78 -0.63 0.26
C 1.74 0.29 0.82
O 1.30 -1.23 1.36
H 0.83 1.39 -0.36
H -0.73 2.18 -0.15
H -0.39 1.18 -1.63
H -0.97 0.18 1.22
H -2.61 -0.75 -0.48
H -1.47 -2.00 0.06
H -1.24 -1.22 -1.51
H 1.06 -1.08 -0.71
H 2.75 0.46 0.43
H 1.41 1.03 1.54



(5)
Molecular formula: C3H13O5
Method: DFT, the ωB97M-V functional and the def2-TZVPD basis

Output
- Gap between HOMO and LUMO: 6.968 eV
- ΔE to the lowest compared entry with this formula, charge and spin: 2.653 eV
- LUMO: 3.02 eV
- Multiplicity: 1
- Total charge: -1
- Total energy: -13557.8051 eV

Cartesian coordinates (Å):
C -0.93 0.61 0.17
C 0.17 1.93 0.46
O 1.32 1.31 0.99
C -0.52 -0.19 -1.11
O 0.74 -0.53 -1.01
H -1.92 1.05 0.42
H -0.79 -0.14 0.95
H 0.51 2.14 -0.53
H -0.11 2.62 1.22
H 1.45 0.37 0.50
H -1.04 -1.18 -1.12
H -0.62 0.34 -2.12
H 2.87 -0.34 -1.73
H 2.08 0.88 -1.27
O 3.00 0.63 -1.75
H -3.59 -1.52 4.16
H -3.19 -0.01 4.60
O -3.27 -0.93 4.78
H 0.91 -2.57 -1.95
H 1.51 -1.79 -2.89
O 1.43 -2.69 -2.78



(6)
Molecular formula: C15H35BiN4O9P
Method: DFT, the ωB97M-V functional and the def2-TZVPD basis

Output
- Gap between HOMO and LUMO (alpha / beta): 4.598 / 4.519 eV
- LUMO (alpha / beta): -6.14 / -6.21 eV
- Multiplicity: 1
- Total charge: +1
- Total energy: -55626.1090 eV

Cartesian coordinates (Å):
O 0.97 -0.75 -3.31
H 1.27 -1.63 -3.60
Bi -0.33 -0.43 -0.92
N 1.10 1.88 -1.77
N 1.94 0.28 0.06
N -2.66 -0.62 -0.52
N -0.82 -0.81 1.31
O 0.65 2.71 -2.60
O -3.53 -0.40 -1.47
O 0.14 -0.97 2.27
O 2.33 -0.22 1.19
C 2.91 0.90 -0.67
C 2.45 1.63 -1.79
C -3.11 -0.80 0.75
C -2.09 -0.96 1.73
C 3.25 1.99 -2.97
H 3.02 1.30 -3.80
H 4.32 1.94 -2.76
H 3.00 3.01 -3.29
C 4.33 0.75 -0.28
H 4.63 -0.31 -0.29
H 4.50 1.14 0.73
H 4.99 1.30 -0.96
C -4.56 -0.78 1.07
C -2.41 -1.25 3.15
H -5.17 -0.79 0.16
H -4.82 0.11 1.65
H -4.86 -1.64 1.68
H -1.52 -1.22 3.78
H -2.86 -2.25 3.24
H -3.14 -0.52 3.54
H -2.57 -0.71 -2.66
H 1.02 -0.66 1.80
C 0.42 -2.56 -0.94
H 0.68 -2.92 -1.95
H -0.40 -3.16 -0.52
H 1.29 -2.61 -0.28
O -1.72 -0.99 -3.16
H 0.09 -0.67 -3.74
H -1.99 -1.78 -3.66
C 1.52 1.65 4.29
C 0.13 1.80 3.74
O 0.15 1.81 2.30
P 0.19 2.99 1.20
O 0.14 4.38 2.03
C -0.75 4.99 3.02
C -2.19 4.58 2.99
O -1.34 2.85 0.56
C -1.80 3.78 -0.45
C -3.16 3.32 -0.90
H 2.05 0.85 3.76
H 1.48 1.42 5.36
H 2.08 2.59 4.17
H -0.49 0.94 4.01
H -0.37 2.70 4.12
H -0.31 4.82 4.01
H -0.67 6.07 2.82
H -2.33 3.51 3.16
H -2.68 5.11 3.82
H -2.69 4.89 2.07
H -1.85 4.79 -0.01
H -1.10 3.80 -1.30
H -3.88 3.33 -0.06
H -3.54 4.01 -1.66
H -3.14 2.31 -1.32



(7)
Molecular formula: C4H8N2O
Method: DFT, the ωB97M-V functional and the def2-TZVPD basis

Output
- Gap between HOMO and LUMO (alpha / beta): 7.704 / 8.520 eV
- ΔE to the lowest compared entry with this formula, charge and spin: 6.755 eV
- LUMO (alpha / beta): -0.56 / 0.42 eV
- Multiplicity: 1
- Total charge: 0
- Total energy: -9299.6382 eV

Cartesian coordinates (Å):
C -2.41 -0.88 -0.44
N -0.99 -0.60 -0.60
C -0.43 0.47 -0.07
N 1.02 2.20 1.37
C 0.95 0.61 -0.29
O 1.52 1.64 0.33
C 2.01 -0.35 -0.75
H -2.91 -0.99 -1.41
H -2.83 -0.04 0.11
H -2.55 -1.80 0.14
H -0.47 -1.29 -1.14
H 0.14 1.69 1.56
H 1.74 -0.92 -1.63
H 2.96 0.18 -0.94
H 2.20 -1.05 0.08



(8)
Molecular formula: C9H15N5O
Method: DFT, the ωB97M-V functional and the def2-TZVPD basis

Output
- Gap between HOMO and LUMO (alpha / beta): 6.271 / 5.493 eV
- Expectation value of S²: 2.019
- LUMO (alpha / beta): 0.71 / -3.77 eV
- Multiplicity: 3
- Total charge: 0
- Total energy: -19065.0573 eV

Cartesian coordinates (Å):
C 0.61 -0.89 0.69
C 1.35 0.41 0.95
C -1.98 0.19 -0.26
C 2.41 -0.12 0.07
C -1.87 -0.91 -1.34
C 3.72 -0.63 0.68
C 2.64 0.79 -1.18
C -3.44 1.94 0.76
C -3.32 0.49 0.41
N -0.12 -2.02 0.89
N 0.44 -2.96 0.12
N 1.53 -2.55 -0.47
N 1.59 -1.28 -0.17
N -0.89 0.78 0.00
O 1.27 1.43 1.55
H -0.82 -0.81 -1.46
H -2.37 -0.59 -2.30
H -2.31 -1.87 -0.97
H 3.51 -1.54 1.13
H 4.32 0.05 1.27
H 4.43 -0.88 -0.17
H 1.58 0.85 -1.72
H 3.29 0.39 -1.90
H 3.02 1.72 -0.90
H -3.74 2.39 -0.10
H -2.42 2.25 1.12
H -4.11 2.05 1.61
H -4.12 0.04 -0.36
H -3.36 -0.16 1.37
H -0.85 1.45 0.69



(9)
Molecular formula: C4H10N2
Method: DFT, the ωB97M-V functional and the def2-TZVPD basis

Output
- Gap between HOMO and LUMO: 8.702 eV
- Structure (SMILES): C=CN.C=CN
- ΔE to the lowest compared entry with this formula, charge and spin: 3.830 eV
- LUMO: 0.94 eV
- Multiplicity: 1
- Total charge: 0
- Total energy: -7286.7894 eV

Cartesian coordinates (Å):
C 2.47 -0.01 -1.26
C 1.63 -0.79 -0.41
N 1.90 -0.79 0.96
H 2.78 1.01 -0.92
H 2.45 -0.26 -2.39
H 0.56 -1.03 -0.70
H 2.72 -0.22 1.12
H 1.37 -1.37 1.57
C -1.92 1.72 -0.18
C -2.42 0.55 0.24
N -1.71 -0.64 0.41
H -2.42 2.61 -0.51
H -1.00 1.95 0.33
H -3.58 0.37 0.22
H -0.66 -0.55 0.39
H -2.11 -1.29 1.07



(10)
Molecular formula: C43H55N7SbSi2Tl
Method: DFT, the ωB97M-V functional and the def2-TZVPD basis

Output
- Gap between HOMO and LUMO (alpha / beta): 2.636 / 8.122 eV
- LUMO (alpha / beta): -9.02 / -5.10 eV
- Multiplicity: 1
- Total charge: +2
- Total energy: -82887.4323 eV

Cartesian coordinates (Å):
Tl -0.54 -1.03 0.62
C 3.03 -1.91 -0.52
N 2.40 -0.61 -0.30
C 3.14 0.14 0.72
C 2.34 1.14 1.53
C 3.02 1.92 2.47
C 2.29 2.74 3.31
C 0.91 2.75 3.21
C 0.32 1.95 2.25
N 1.02 1.17 1.41
C 2.33 0.19 -1.53
C 1.60 -0.49 -2.66
C 2.25 -0.78 -3.85
C 1.55 -1.41 -4.87
C 0.22 -1.74 -4.65
C -0.34 -1.42 -3.42
N 0.33 -0.81 -2.45
C 2.61 -2.98 0.47
C 3.48 -4.04 0.72
C 3.07 -5.05 1.58
C 1.81 -4.97 2.16
C 1.02 -3.88 1.86
N 1.41 -2.90 1.03
H 4.13 -1.83 -0.51
H 2.76 -2.26 -1.52
H 4.00 0.65 0.28
H 3.55 -0.58 1.44
H 4.10 1.87 2.54
H 2.79 3.35 4.05
H 0.30 3.36 3.86
H -0.76 1.89 2.16
H 3.33 0.48 -1.87
H 1.80 1.12 -1.27
H 3.30 -0.52 -3.98
H 2.03 -1.65 -5.81
H -0.37 -2.23 -5.41
H -1.38 -1.65 -3.22
H 4.45 -4.07 0.26
H 3.72 -5.88 1.79
H 1.45 -5.73 2.84
H 0.03 -3.76 2.29
C -1.12 -4.67 -0.90
C -2.21 -4.69 0.14
C -2.98 -5.84 0.32
C -3.98 -5.86 1.27
C -4.19 -4.71 2.02
C -3.38 -3.61 1.79
N -2.41 -3.60 0.88
Sb -3.81 -1.81 2.91
C -3.88 -0.44 1.26
C -4.66 -0.87 0.18
C -4.95 0.05 -0.82
C -4.46 1.34 -0.70
C -3.68 1.68 0.40
C -3.16 3.08 0.57
N -3.40 0.80 1.37
C -2.02 -1.52 4.08
C -2.29 -1.59 5.44
C -1.22 -1.51 6.33
C 0.05 -1.36 5.82
C 0.23 -1.29 4.44
C 1.62 -1.13 3.90
N -0.79 -1.36 3.58
H -1.52 -4.96 -1.87
H -0.69 -3.67 -0.98
H -0.33 -5.37 -0.64
H -2.79 -6.71 -0.30
H -4.59 -6.74 1.42
H -4.97 -4.67 2.77
H -5.03 -1.88 0.14
H -5.55 -0.24 -1.67
H -4.70 2.08 -1.44
H -3.19 3.63 -0.37
H -2.14 3.07 0.95
H -3.77 3.62 1.29
H -3.30 -1.70 5.80
H -1.39 -1.56 7.40
H 0.90 -1.30 6.48
H 2.22 -2.02 4.12
H 1.60 -1.00 2.83
H 2.12 -0.28 4.37
C 1.70 5.07 0.33
Si 1.67 4.58 -1.46
C 3.20 3.60 -1.95
C 1.44 6.04 -2.60
C 0.20 3.41 -1.76
Si -0.66 2.96 -3.39
C -1.55 4.54 -3.87
C 0.62 2.53 -4.67
C -1.89 1.60 -3.06
H 2.21 6.03 0.45
H 2.22 4.33 0.94
H 0.69 5.19 0.74
H 4.03 4.31 -2.02
H 3.09 3.10 -2.91
H 3.45 2.86 -1.19
H 2.23 6.76 -2.36
H 0.48 6.54 -2.46
H 1.55 5.76 -3.65
H -0.27 3.00 -0.86
H -0.86 5.31 -4.21
H -2.16 4.96 -3.06
H -2.22 4.28 -4.69
H 1.32 3.35 -4.83
H 0.10 2.35 -5.61
H 1.18 1.63 -4.41
H -2.89 2.02 -2.93
H -1.63 1.03 -2.17
H -1.94 0.90 -3.90



(11)
Molecular formula: C39H34Cl2N6O4Ti
Method: DFT, the ωB97M-V functional and the def2-TZVPD basis

Output
- Gap between HOMO and LUMO (alpha / beta): 6.892 / 6.956 eV
- Expectation value of S²: 0.753
- ΔE to the lowest compared entry with this formula, charge and spin: 1.578 eV
- LUMO (alpha / beta): 2.53 / 2.53 eV
- Multiplicity: 2
- Total charge: -1
- Total energy: -106291.8560 eV

Cartesian coordinates (Å):
Ti 0.31 0.05 -0.37
O 1.71 -3.17 2.48
C 1.21 -2.65 3.62
C 1.41 -3.36 4.80
C 0.91 -2.88 6.00
C 0.21 -1.68 6.04
C 0.01 -0.98 4.87
C 0.50 -1.43 3.65
C 0.24 -0.67 2.40
O 0.75 -1.14 1.30
N -0.55 0.35 2.46
N -1.10 0.73 1.24
C -1.13 1.99 0.96
C -0.16 2.96 1.46
C -0.45 4.21 2.00
C 0.57 5.10 2.29
C 1.88 4.74 2.00
C 2.18 3.52 1.43
C 1.17 2.59 1.15
O 1.44 1.43 0.60
H 1.45 -2.54 1.76
H 1.95 -4.29 4.75
H 1.07 -3.45 6.91
H -0.18 -1.30 6.98
H -0.54 -0.04 4.86
H -1.79 2.24 0.13
H -1.49 4.48 2.18
H 0.34 6.06 2.73
H 2.68 5.44 2.21
H 3.21 3.26 1.18
C -3.42 -0.54 -1.92
N -2.22 0.14 -2.34
C -1.69 -0.40 -3.58
C -2.21 1.55 -2.27
C -3.38 2.30 -2.21
C -3.35 3.67 -2.04
C -2.13 4.32 -1.91
C -0.95 3.58 -1.96
C -0.96 2.20 -2.14
N 0.18 1.39 -2.00
C 1.39 1.82 -2.49
C 1.59 2.90 -3.37
C 2.86 3.30 -3.75
C 3.99 2.64 -3.28
C 3.81 1.53 -2.47
C 2.54 1.11 -2.10
N 2.33 -0.14 -1.39
C 2.34 -1.23 -2.39
C 3.37 -0.44 -0.39
H -3.20 -1.60 -1.82
H -3.74 -0.17 -0.95
H -4.25 -0.44 -2.64
H -2.40 -0.27 -4.41
H -1.47 -1.46 -3.45
H -0.75 0.10 -3.83
H -4.34 1.79 -2.29
H -4.28 4.23 -1.98
H -2.08 5.38 -1.74
H -0.01 4.08 -1.77
H 0.74 3.44 -3.75
H 2.97 4.15 -4.41
H 4.98 2.97 -3.55
H 4.67 0.97 -2.13
H 3.30 -1.23 -2.92
H 1.53 -1.09 -3.09
H 2.20 -2.18 -1.88
H 3.48 0.41 0.28
H 3.06 -1.30 0.20
H 4.33 -0.68 -0.87
Cl 0.48 -3.85 -3.20
C -0.30 -3.99 -1.64
C -0.61 -5.30 -1.23
C -1.27 -5.51 -0.06
Cl -1.60 -7.15 0.45
C -1.72 -4.42 0.72
C -2.46 -4.54 1.92
C -2.90 -3.42 2.56
C -2.63 -2.17 1.98
N -1.93 -2.02 0.89
C -1.43 -3.11 0.27
C -0.61 -2.86 -0.89
O -0.23 -1.67 -1.23
H -0.30 -6.14 -1.84
H -2.66 -5.53 2.31
H -3.45 -3.49 3.49
H -2.99 -1.25 2.44



(12)
Molecular formula: C5H8O
Method: DFT, the ωB97M-V functional and the def2-TZVPD basis

Output
- Gap between HOMO and LUMO: 7.930 eV
- ΔE to the lowest compared entry with this formula, charge and spin: 4.764 eV
- LUMO: 0.24 eV
- Multiplicity: 1
- Total charge: 0
- Total energy: -7357.4910 eV

Cartesian coordinates (Å):
C 0.82 1.79 -0.97
C 0.95 -1.03 0.17
O 2.06 -0.93 0.51
C -0.35 -1.08 -0.16
C -1.37 -1.42 0.98
C -1.14 0.00 0.75
H 1.70 1.14 -1.09
H 0.56 2.11 -1.97
H 1.21 2.66 -0.42
H -0.64 -1.17 -1.20
H -1.03 -1.95 1.87
H -2.23 -1.90 0.50
H -0.09 1.38 -0.51
H -0.44 0.39 1.52